# 1
Computed, not measured: C7H8O in the gas phase, with ωB97M-V/def2-TZVPD.

```
! RIJCOSX wB97M-V def2-TZVPD def2/J DEFGRID3
* xyz 0 1
C -2.1235 -0.0584 -0.0750
C -1.3226 1.0006 -0.7253
C -1.3222 -0.9218 0.4757
C 0.0035 0.6754 -0.7094
C 1.4540 1.0846 -0.2741
C 1.3940 -0.0510 0.7773
C 0.1109 -0.6223 -0.0355
O 0.4706 -1.6902 -0.8316
H -3.1634 -0.0502 -0.0014
H -1.6830 1.9702 -0.8281
H -1.7157 -1.8648 0.8942
H 2.2150 1.1487 -1.1209
H 1.4909 2.1702 -0.0197
H 2.2146 -0.7782 0.8791
H 1.2148 0.2974 1.7767
H 0.7624 -2.3103 -0.1819
*
```

## Properties
LUMO = 0.0335 hartree
HOMO-LUMO gap = 9.3 eV
Structure (SMILES) = O[C@]12C=CC=C1CC2
Highest occupied orbital energy = -8.42 eV
E_tot = -346.64318 Eh
ΔE to the lowest compared entry with this formula, charge and spin = 83.0 kcal per mole

Results of the Mulliken charge analysis, in e, for atoms 1 through 8: C -0.386; C -0.645; C -0.914; C -0.588; C -0.375; C -0.854; C 1.633; O -0.523


# 2
Computed, not measured: 2 unconnected molecules or ions with the total composition C3H3NO2S, with ωB97M-V/def2-TZVPD.

```
! RIJCOSX wB97M-V def2-TZVPD def2/J DEFGRID3
* xyz 0 1
C 0.3372 1.6007 -0.2170
C -1.3369 -0.7238 -0.7695
C 0.4971 0.4529 0.5335
N 0.1679 2.5363 -0.8722
O -3.9172 -0.2679 -0.5060
O -2.4663 0.1648 1.4535
S -2.6157 -0.0071 0.0385
H -1.2278 -0.4148 -1.8010
H 0.0141 0.3633 1.4905
H 1.2843 -0.2346 0.2758
*
```

## Properties
LUMO (alpha / beta) = -0.0697 / -0.0764 hartree
HOMO-LUMO gap (alpha / beta) = 8.2 / 7.8 eV
Highest occupied orbital energy (alpha / beta) = -10.12 / -9.88 eV
E_tot = -719.31261 Eh
ΔE to the lowest compared entry with this formula, charge and spin = 168.0 kcal per mole

Results of the Mulliken charge analysis, in e, for atoms 1 through 8: C 0.660; C -0.368; C -0.897; N -0.377; O -0.448; O -0.456; S 0.869; H 0.334


# 3
Computed, not measured: C4H9N in the gas phase, with ωB97M-V/def2-TZVPD.

```
! RIJCOSX wB97M-V def2-TZVPD def2/J DEFGRID3
* xyz 0 1
N 0.7967 -0.1356 1.8223
C -0.4577 -0.7910 1.2831
C 0.0784 1.2390 -1.4989
C 0.0635 -0.2657 -1.2642
C -0.5194 -0.9210 -0.2155
H 0.5775 0.8226 2.0383
H 1.6386 -0.3188 1.3038
H -1.2123 -0.2319 1.8657
H -0.5046 -1.7957 1.6919
H 0.8286 1.5170 -2.2447
H -0.9094 1.5935 -1.8642
H 0.3811 1.7466 -0.5690
H 0.6594 -0.9557 -1.9009
H -1.4204 -1.5031 -0.4476
*
```

## Properties
LUMO = 0.0192 hartree
HOMO-LUMO gap = 8.2 eV
Structure (SMILES) = C/C=C\CN
Highest occupied orbital energy = -7.70 eV
E_tot = -212.43564 Eh
ΔE to the lowest compared entry with this formula, charge and spin = 72.5 kcal per mole

Results of the Mulliken charge analysis, in e, for atoms 1 through 8: N -0.560; C -0.431; C -0.814; C -0.305; C -0.321; H 0.226; H 0.226; H 0.312


# 4
Computed, not measured: a molecular structure, C4H6N2, with ωB97M-V/def2-TZVPD.

```
! RIJCOSX wB97M-V def2-TZVPD def2/J DEFGRID3
* xyz 0 1
N -1.4796 -1.1738 0.7750
C 0.2792 -0.1193 -0.3295
C -0.3223 -1.2781 -0.0456
C 1.5284 0.5667 -0.8415
C 1.0331 1.7045 -0.3156
N -0.2367 1.1608 0.0542
H -2.3565 -1.0541 0.2884
H -1.5417 -1.8339 1.5371
H -0.0117 -2.2483 -0.4367
H 2.3879 0.3307 -1.4619
H 1.3400 2.7434 -0.2123
H -0.6201 1.2013 0.9885
*
```

## Properties
LUMO = 0.0421 hartree
HOMO-LUMO gap = 9.6 eV
Highest occupied orbital energy = -8.42 eV
E_tot = -265.42954 Eh
ΔE to the lowest compared entry with this formula, charge and spin = 66.5 kcal per mole

Results of the Mulliken charge analysis, in e, for atoms 1 through 8: N -0.517; C -0.011; C 0.049; C -0.582; C -0.210; N -0.412; H 0.193; H 0.215


# 5
Computed, not measured: 7 unconnected molecules or ions with the total composition C54H60BBrN7O16PS, with ωB97M-V/def2-TZVPD.

```
! RIJCOSX wB97M-V def2-TZVPD def2/J DEFGRID3
* xyz 0 1
C 0.3841 2.3840 0.5011
C 0.7994 2.1686 -0.9805
B 1.4453 0.7588 -1.1885
O 0.6046 -0.3230 -1.3876
C 2.9950 0.3719 -1.1098
C 3.2162 -0.4913 0.2042
C 3.3263 -1.9546 -0.1739
C 2.1978 -2.7676 -0.1688
C 2.3197 -4.1043 -0.5153
C 3.5796 -4.5869 -0.8459
N 4.6711 -3.8281 -0.8721
C 4.5346 -2.5487 -0.5378
C 4.4419 0.0105 0.9952
C 4.7240 -0.8412 2.2464
Br 6.6232 -0.7004 2.7073
C 3.8027 -0.6272 3.4560
C 4.2778 0.2893 4.5766
S 4.2580 1.7646 1.3541
O 5.5219 2.2890 1.7715
O 3.1062 1.9690 2.1814
O 3.9037 2.3852 -0.0680
C 3.9992 1.5040 -1.2162
P 3.8646 2.6145 -2.7174
C 3.2333 1.5138 -4.0656
C 1.9038 2.0374 -4.6276
C 5.6618 2.7854 -3.0902
C 6.3721 1.5422 -3.6494
H 0.1997 1.4462 1.0267
H 1.1587 2.9371 1.0259
H -0.5161 3.0000 0.5376
H -0.1103 2.2083 -1.5920
H 1.4142 3.0070 -1.3079
H -0.1125 -0.1312 -2.0021
H 3.1944 -0.2943 -1.9514
H 2.3344 -0.3915 0.8446
H 1.2310 -2.3544 0.0935
H 1.4715 -4.7708 -0.5092
H 3.7022 -5.6322 -1.1067
H 5.4462 -1.9577 -0.5648
H 5.3138 -0.0530 0.3447
H 4.6390 -1.8767 1.9319
H 3.6503 -1.6162 3.8978
H 2.8224 -0.3070 3.0984
H 5.1352 -0.1330 5.0993
H 4.5221 1.2932 4.2362
H 3.4728 0.3641 5.3116
H 5.0251 1.1212 -1.2402
H 3.9738 1.5108 -4.8676
H 3.1206 0.4797 -3.7447
H 1.0475 1.6500 -4.0768
H 1.8739 3.1258 -4.5749
H 1.7975 1.7701 -5.6808
H 6.1120 3.0473 -2.1281
H 5.7829 3.6399 -3.7557
H 6.2820 1.5072 -4.7360
H 7.4335 1.5512 -3.4055
H 5.9232 0.6184 -3.2760
C 2.3355 3.9065 9.1971
C 2.2854 3.3366 7.9319
C 1.6593 2.1147 7.7461
C 1.0910 1.4885 8.8385
C 1.1323 2.0336 10.1081
C 1.7631 3.2549 10.2822
N 0.4086 0.1963 8.6402
O 0.4040 -0.2718 7.5201
O -0.1091 -0.3211 9.6082
H 2.8222 4.8623 9.3383
H 2.7326 3.8419 7.0871
H 1.6134 1.6632 6.7666
H 0.6804 1.5142 10.9392
H 1.8054 3.6991 11.2670
C -1.2155 8.3643 -5.1701
C -0.2182 7.9160 -4.3137
C -0.1345 6.5726 -3.9868
C -1.0611 5.7049 -4.5349
C -2.0652 6.1262 -5.3864
C -2.1379 7.4728 -5.7025
N -0.9666 4.2785 -4.2022
O -0.1059 3.9194 -3.4269
O -1.7672 3.5048 -4.6944
H -1.2742 9.4142 -5.4241
H 0.4972 8.6125 -3.8993
H 0.6328 6.2048 -3.3217
H -2.7722 5.4176 -5.7905
H -2.9149 7.8255 -6.3662
C -2.5672 1.1939 -2.5100
C -2.8025 0.2623 -3.5132
C -3.1779 -1.0320 -3.1865
C -3.3101 -1.3642 -1.8500
C -3.0692 -0.4576 -0.8345
C -2.6940 0.8325 -1.1751
N -3.7342 -2.7308 -1.4947
O -3.9206 -3.5173 -2.3998
O -3.8793 -2.9886 -0.3161
H -2.2825 2.2022 -2.7736
H -2.6980 0.5494 -4.5507
H -3.3696 -1.7687 -3.9519
H -3.1767 -0.7530 0.1989
H -2.5053 1.5591 -0.3946
C 2.4180 -6.3040 -6.4318
C 1.9180 -7.5787 -6.1992
C 1.4761 -7.9325 -4.9349
C 1.5441 -6.9901 -3.9259
C 2.0405 -5.7160 -4.1313
C 2.4817 -5.3769 -5.4001
N 1.0634 -7.3562 -2.5822
O 0.6522 -8.4822 -2.4127
O 1.1121 -6.4991 -1.7195
H 2.7590 -6.0323 -7.4218
H 1.8706 -8.2995 -7.0035
H 1.0859 -8.9188 -4.7348
H 2.0823 -5.0062 -3.3184
H 2.8744 -4.3861 -5.5820
C -4.2531 -0.6151 4.0214
C -5.4919 -0.0882 3.6823
C -5.5778 1.1085 2.9886
C -4.4035 1.7473 2.6393
C -3.1564 1.2447 2.9689
C -3.0867 0.0533 3.6711
N -4.4703 2.9954 1.8575
O -5.5621 3.4437 1.5848
O -3.4116 3.4710 1.4957
H -4.1952 -1.5540 4.5561
H -6.3974 -0.6152 3.9468
H -6.5359 1.5228 2.7123
H -2.2610 1.7746 2.6806
H -2.1221 -0.3567 3.9370
C -8.0083 -5.4514 1.0464
C -9.3070 -5.2453 1.4940
C -9.7004 -3.9932 1.9382
C -8.7732 -2.9685 1.9212
C -7.4731 -3.1503 1.4848
C -7.0924 -4.4073 1.0440
N -9.1845 -1.6270 2.3738
O -10.3210 -1.4794 2.7667
O -8.3472 -0.7472 2.3198
H -7.7087 -6.4300 0.6957
H -10.0174 -6.0604 1.4950
H -10.7054 -3.8141 2.2889
H -6.7754 -2.3261 1.4857
H -6.0815 -4.5681 0.6950
*
```

## Properties
LUMO = -0.0313 hartree
HOMO-LUMO gap = 7.8 eV
Structure (SMILES) = CCB(O)[C@@H]1[C@@H](c2cccnc2)[C@H]([C@@H](Br)CC)S(=O)(=O)O[C@@H]1P(CC)CC.O=[N+]([O-])c1ccccc1.O=[N+]([O-])c1ccccc1.O=[N+]([O-])c1ccccc1.O=[N+]([O-])c1ccccc1.O=[N+]([O-])c1ccccc1.O=[N+]([O-])c1ccccc1
Highest occupied orbital energy = -8.70 eV
E_tot = -7018.75388 Eh

Results of the Mulliken charge analysis, in e, for atoms 1 through 8: C -1.840; C 1.139; B 1.386; O -0.787; C -0.174; C 0.737; C -0.803; C -0.638